Entry 1:
{
  "formula": "C5H6N2S",
  "method": "wB97M-V/def2-TZVPD",
  "de_lowest_kcal_mol": 48.2,
  "smiles": "C[C@]1(C#N)N=CCS1",
  "e_tot_ev": -19095.922,
  "orbital_gap_ev": 9.78,
  "lumo_ha": 0.01855,
  "species": ["C", "C", "C", "N", "N", "C", "C", "S", "H", "H", "H", "H", "H", "H"],
  "xyz": [[-0.6983, 1.8088, 0.1313], [-0.2196, 0.4660, -0.3513], [-0.0864, 0.5742, -1.7778], [0.0962, 0.5180, -2.9096], [-1.0341, -0.6654, 0.0012], [-0.4059, -1.6064, 0.5514], [1.0394, -1.5262, 0.7804], [1.5885, 0.1835, 0.3588], [-0.3243, 2.2098, 1.1415], [-1.8878, 1.7753, 0.0572], [-0.1882, 2.5437, -0.5574], [-0.9676, -2.4346, 0.6817], [1.3833, -1.7142, 1.7725], [1.7045, -2.1326, 0.1201]],
  "forces_ev_per_angstrom": [[-1.330, 1.965, 0.616], [1.588, 0.468, 1.508], [0.257, -1.067, -1.214], [-0.135, 0.313, -0.095], [0.080, 0.745, -0.134], [0.881, 2.120, -1.180], [2.652, 0.559, -0.961], [-1.791, -0.349, -0.255], [-0.865, -1.410, -1.132], [2.620, 0.624, 0.100], [-1.216, -0.410, 0.471], [-1.429, -2.980, 1.023], [-0.195, -0.338, 0.884], [-1.116, -0.239, 0.370]]
}

Entry 2:
{
  "formula": "C5H6N3NaSSe",
  "method": "wB97M-V/def2-TZVPD",
  "de_lowest_kcal_mol": 0.0,
  "e_tot_ev": -90351.712,
  "orbital_gap_ev": 7.57,
  "lumo_ha": -0.01546,
  "species": ["Na", "Se", "C", "N", "C", "N", "C", "C", "N", "C", "S", "H", "H", "H", "H", "H", "H"],
  "xyz": [[-1.4621, -2.8636, 0.3321], [-1.4488, -1.1078, 2.3441], [-1.8867, -2.0137, 3.8983], [-2.1401, -2.4988, 4.9122], [0.0062, 1.0448, -2.6155], [0.5380, 0.7560, -1.2814], [0.8318, 1.7557, -0.3211], [1.0614, 1.0969, 0.8217], [1.0189, -0.2983, 0.5396], [0.5975, -0.4911, -0.7316], [0.1804, -1.9337, -1.4741], [0.1670, 2.1119, -2.8675], [-1.0613, 0.7970, -2.6305], [0.5148, 0.4043, -3.3440], [0.8389, 2.7922, -0.6321], [1.3108, 1.4627, 1.8035], [0.9333, -1.0144, 1.2463]],
  "forces_ev_per_angstrom": [[-0.181, -0.257, 0.081], [-0.152, -0.064, 0.603], [0.179, 0.430, -0.565], [-0.094, -0.260, 0.195], [0.184, -0.136, 0.021], [-0.027, 0.466, -0.064], [-0.423, -1.230, -0.953], [0.600, -1.020, 0.308], [-0.373, 1.712, -0.119], [0.231, 1.386, 0.301], [0.084, -0.403, -0.556], [-0.078, -0.697, 0.277], [0.183, 0.169, -0.087], [-0.120, 0.223, 0.101], [-0.017, -0.211, 0.382], [0.000, -0.100, -0.069], [0.004, -0.008, 0.144]]
}

Entry 3:
{
  "formula": "C5H6N4O2",
  "method": "wB97M-V/def2-TZVPD",
  "de_lowest_kcal_mol": 160.8,
  "smiles": "O=[N+]([O-])c1nccn1N1CC1",
  "e_tot_ev": -15331.044,
  "orbital_gap_ev": 8.54,
  "lumo_ha": -0.01849,
  "species": ["O", "N", "O", "C", "N", "C", "C", "N", "N", "C", "C", "H", "H", "H", "H", "H", "H"],
  "xyz": [[0.0001, 1.3658, -2.9634], [-0.4982, 0.7943, -2.0328], [-1.6648, 0.9169, -1.6426], [0.2662, -0.1625, -1.3873], [1.0891, -1.0289, -1.8977], [1.4367, -1.9074, -0.9556], [0.7954, -1.6760, 0.2142], [-0.0025, -0.5761, 0.0221], [-0.8700, 0.0754, 0.8488], [-0.8301, 1.4650, 1.0217], [-0.4430, 0.5564, 2.1201], [2.1699, -2.7051, -1.2307], [0.9186, -2.3122, 1.1234], [-1.6272, 2.1582, 0.9683], [-0.1432, 1.9933, 0.4522], [0.6231, 0.4863, 2.4642], [-1.2199, 0.5565, 2.8751]],
  "forces_ev_per_angstrom": [[0.291, 0.559, -0.580], [-1.909, 0.319, -0.382], [0.726, 0.299, -0.186], [0.678, -3.327, 4.670], [0.060, 1.237, -1.365], [1.292, -1.257, -1.213], [-0.528, -0.180, 1.722], [1.392, 1.111, -3.436], [-2.269, -2.258, 0.426], [1.055, 1.066, -0.301], [1.087, 1.165, 1.317], [-0.925, 0.796, 0.633], [-0.558, 1.222, -0.686], [-1.932, -0.486, 0.417], [2.380, 0.466, -0.717], [-1.137, 0.037, -0.580], [0.295, -0.768, 0.260]]
}

Entry 4:
{
  "formula": "C5H6N4OS2",
  "method": "wB97M-V/def2-TZVPD",
  "de_lowest_kcal_mol": 110.7,
  "e_tot_ev": -34953.433,
  "orbital_gap_ev": [5.59, 7.40],
  "lumo_ha": [-0.06089, -0.05822],
  "species": ["C", "C", "C", "C", "C", "N", "N", "N", "N", "O", "S", "S", "H", "H", "H", "H", "H", "H"],
  "xyz": [[-0.5069, 1.8711, 0.1571], [-1.1080, -1.9337, -0.8367], [0.7538, 0.1940, -1.4106], [0.5381, 0.4736, 0.1260], [0.1429, -0.6742, 0.9071], [-0.1782, 2.8376, 0.8403], [-1.2493, -1.0049, -1.8000], [-0.4843, -0.0107, -2.0788], [-0.6412, -1.6251, 0.4420], [0.7340, 3.1727, 1.5673], [-1.8497, -3.4135, -1.0421], [0.3200, -0.6309, 2.6497], [-1.4364, 1.9510, -0.3985], [1.1900, 0.9950, -1.8063], [1.5440, -0.7079, -1.3903], [1.5844, 0.8280, 0.4608], [-0.6747, -2.5202, 0.9585], [1.3214, 0.1983, 2.6543]],
  "forces_ev_per_angstrom": [[0.666, -3.420, -0.698], [-0.270, -0.959, 1.654], [0.278, -5.160, 3.614], [0.732, 2.779, -1.323], [0.085, 1.528, 0.817], [0.617, 1.761, 1.014], [1.108, 3.390, -2.025], [-2.052, -2.312, 0.061], [0.010, -2.488, -1.102], [0.233, -0.032, 0.259], [0.403, 0.045, -0.052], [-0.836, -0.901, 0.059], [0.220, -0.496, -0.090], [1.883, 3.203, -1.712], [-1.867, 1.552, -0.624], [-1.805, -0.034, 0.011], [-0.297, 0.798, 0.156], [0.894, 0.745, -0.021]]
}

Entry 5:
{
  "formula": "C5H6N4S",
  "method": "wB97M-V/def2-TZVPD",
  "de_lowest_kcal_mol": 66.8,
  "e_tot_ev": -22074.073,
  "orbital_gap_ev": 7.73,
  "lumo_ha": -0.01647,
  "species": ["S", "N", "N", "C", "C", "C", "N", "N", "C", "C", "H", "H", "H", "H", "H", "H"],
  "xyz": [[2.2031, -2.3731, -0.0723], [-1.3832, -0.0190, -0.3926], [1.1913, 1.0516, 0.8504], [1.1019, -1.1677, -0.2956], [-0.7816, -0.4803, -1.5005], [0.2143, 1.8655, 0.7731], [0.4847, -1.0778, -1.5355], [-1.0512, 1.1738, 0.9674], [0.7161, -0.3314, 0.9326], [-0.8114, -0.2151, 0.8362], [-1.0998, -0.2489, -2.4647], [0.5152, 2.8910, 0.4936], [0.9828, -0.9497, -2.4140], [-1.8299, 1.5918, 0.5006], [0.8567, -0.7593, 1.9338], [-1.3089, -0.9516, 1.3876]],
  "forces_ev_per_angstrom": [[-0.163, 0.688, -0.161], [-0.670, -6.548, -10.010], [1.233, -0.089, -0.848], [2.755, -2.506, 0.729], [-0.192, 1.629, 3.859], [-0.556, -2.643, 0.689], [-1.198, 1.534, 1.300], [2.685, 6.884, 5.008], [-1.937, 0.766, -0.617], [0.778, 1.820, -0.712], [-1.200, 0.476, -1.280], [-1.374, -0.274, 0.538], [0.294, -0.577, 0.682], [-0.394, -0.235, 0.136], [1.012, -0.336, -0.756], [-1.074, -0.588, 1.443]]
}

Entry 6:
{
  "formula": "C5H6N6O2S",
  "method": "wB97M-V/def2-TZVPD",
  "de_lowest_kcal_mol": 0.0,
  "smiles": "N=[S@@H](=O)c1nc(N)c2[nH]c(=O)[nH]c2n1",
  "e_tot_ev": -29151.432,
  "orbital_gap_ev": 9.28,
  "lumo_ha": 0.00895,
  "species": ["N", "S", "O", "C", "N", "C", "N", "C", "N", "C", "O", "N", "C", "N", "H", "H", "H", "H", "H", "H"],
  "xyz": [[3.6670, -0.4717, -1.3792], [3.1270, -0.8331, 0.0193], [3.8009, -0.5657, 1.2782], [1.4222, -0.2545, 0.1381], [1.1085, 1.0247, 0.3650], [-0.1649, 1.3907, 0.2518], [-0.5449, 2.6749, 0.4129], [-1.1041, 0.3598, -0.0063], [-2.5000, 0.2986, 0.0216], [-2.9084, -0.9711, -0.0482], [-4.0593, -1.3482, 0.0278], [-1.7747, -1.7116, -0.3172], [-0.6280, -0.9367, -0.1617], [0.6484, -1.2909, -0.1509], [3.6192, 0.4382, -1.6471], [2.5266, -2.1387, -0.1897], [-1.4338, 2.6274, 0.7469], [-0.0021, 3.3642, 0.8009], [-3.0241, 1.0449, 0.1937], [-1.7755, -2.7011, -0.3558]],
  "forces_ev_per_angstrom": [[-0.293, -4.234, 2.338], [-0.636, 0.216, -1.346], [-0.204, -0.555, -0.830], [-0.096, 0.547, -0.131], [0.857, -0.769, -0.476], [0.312, -1.778, -0.103], [-0.017, -1.672, -1.778], [0.879, 0.542, 0.458], [4.235, -1.111, -0.579], [-1.897, -1.202, -0.654], [0.326, -0.347, 0.066], [1.270, -0.010, 0.388], [-1.320, 0.538, -0.272], [-0.696, 0.305, 0.248], [-0.020, 3.415, -0.581], [1.687, 1.258, 0.469], [-3.099, 0.963, 1.030], [1.904, 1.401, 0.990], [-3.069, 3.263, 0.776], [-0.122, -0.772, -0.013]]
}

Entry 7:
{
  "formula": "C5H6NO",
  "method": "wB97M-V/def2-TZVPD",
  "de_lowest_kcal_mol": 192.9,
  "e_tot_ev": -8804.586,
  "orbital_gap_ev": [8.90, 6.31],
  "total_charge": 1,
  "lumo_ha": [-0.20876, -0.23961],
  "species": ["C", "C", "C", "C", "C", "N", "O", "H", "H", "H", "H", "H", "H"],
  "xyz": [[-1.2637, -0.6246, 1.1542], [-2.2826, -0.7878, 0.2708], [2.6705, 0.0263, 0.1872], [-1.4056, -0.4970, -0.9693], [0.1504, 1.1500, 0.0510], [-0.5494, 0.0411, 0.1092], [2.3893, -0.9764, 0.7406], [-1.0748, -0.8082, 2.1646], [3.5426, 0.2371, -0.4277], [-0.7627, -1.3749, -1.3237], [-1.8209, 0.1094, -1.8397], [0.1642, 1.8919, 0.7735], [0.2427, 1.6131, -0.8906]],
  "forces_ev_per_angstrom": [[-2.044, 0.321, -2.365], [1.221, -0.717, 0.132], [-1.508, -1.947, 1.058], [0.172, -1.733, -1.225], [-1.307, -1.197, -0.932], [1.493, 2.288, 0.587], [0.507, 1.685, -0.802], [0.614, 0.072, 1.245], [0.572, 0.358, -0.254], [-1.683, 0.840, 0.112], [0.902, -0.306, 1.498], [0.689, 0.474, 2.360], [0.371, -0.138, -1.413]]
}

Entry 8:
{
  "formula": "C5H6NO2",
  "method": "wB97M-V/def2-TZVPD",
  "de_lowest_kcal_mol": 144.4,
  "e_tot_ev": -10852.485,
  "orbital_gap_ev": 8.70,
  "total_charge": 1,
  "lumo_ha": -0.20026,
  "species": ["C", "C", "C", "C", "C", "N", "O", "O", "H", "H", "H", "H", "H", "H"],
  "xyz": [[-1.3062, 2.3720, -2.1307], [-1.7762, 3.2729, -2.8541], [0.2818, -0.8400, 0.4181], [-1.2162, 0.7467, -0.9164], [1.6013, -1.3553, 2.3163], [-0.7563, -0.2235, -0.1850], [0.7477, -1.9296, -0.1151], [0.7199, -0.4545, 1.5634], [0.3661, -2.0462, -1.1063], [-2.3262, 0.8347, -1.0126], [-1.8872, 4.1903, -3.4969], [2.3670, -1.9087, 1.6129], [1.0288, -2.0853, 2.8657], [2.1557, -0.5737, 3.0407]],
  "forces_ev_per_angstrom": [[0.308, -0.287, 0.101], [1.885, -1.564, 1.541], [-0.198, 0.665, -0.649], [-2.713, 0.588, -0.351], [3.464, 1.173, 0.409], [0.242, 3.274, -1.652], [-1.160, -0.196, -2.968], [-0.732, -0.583, -1.039], [1.170, 0.235, 3.175], [1.062, -0.927, 0.563], [-0.131, -1.601, 1.041], [-1.574, 1.383, 1.409], [-0.377, 0.031, 0.104], [-1.247, -2.190, -1.684]]
}

Entry 9:
{
  "formula": "C5H6NO3",
  "method": "wB97M-V/def2-TZVPD",
  "de_lowest_kcal_mol": 89.0,
  "e_tot_ev": -12911.908,
  "orbital_gap_ev": 7.67,
  "total_charge": -1,
  "lumo_ha": 0.13916,
  "species": ["C", "C", "C", "C", "C", "N", "O", "O", "O", "H", "H", "H", "H", "H", "H"],
  "xyz": [[2.4106, 0.4761, 0.2025], [-1.4836, -0.2277, -0.4971], [-0.3475, 0.4520, -1.1885], [-1.1781, -0.2406, 0.9933], [1.0864, -0.3456, 0.1101], [0.2692, -0.5182, 1.1965], [2.4109, 1.5051, -0.4798], [3.1409, -0.0540, 1.0536], [0.8817, -1.6473, 0.4116], [-2.4121, 0.1863, -0.5118], [-1.5953, -1.2533, -0.9423], [-0.0491, 0.2751, -2.2347], [-0.1781, 1.5690, -1.0635], [-1.2953, 0.7646, 1.3659], [-1.6605, -0.9414, 1.5841]],
  "forces_ev_per_angstrom": [[-0.901, -0.944, 0.418], [1.887, -2.239, -0.519], [3.276, 0.534, 1.293], [2.893, -0.207, -1.864], [-2.146, 2.924, -3.153], [-0.226, 0.239, 2.079], [0.675, 0.257, 0.043], [0.827, 0.609, -0.323], [-1.023, -0.595, -0.183], [-2.882, 1.606, -0.821], [0.151, 0.656, 0.689], [-0.574, -0.578, 0.496], [-0.429, -1.402, 0.413], [-0.030, 0.351, 0.409], [-1.496, -1.212, 1.022]]
}

Entry 10:
{
  "formula": "C5H6NO4P",
  "method": "wB97M-V/def2-TZVPD",
  "de_lowest_kcal_mol": 190.7,
  "e_tot_ev": -24246.042,
  "orbital_gap_ev": [6.37, 6.38],
  "lumo_ha": [-0.06249, -0.06244],
  "species": ["C", "C", "C", "C", "C", "N", "O", "O", "O", "O", "P", "H", "H", "H", "H", "H", "H"],
  "xyz": [[-0.0269, 0.0388, -2.0546], [-0.0444, -0.1628, 1.3113], [0.8299, -0.3469, -1.0771], [0.8100, -0.4660, 0.3266], [2.4416, -1.7947, -0.3496], [-3.1156, 2.1612, 0.7884], [-1.3075, 1.6460, -0.9646], [-1.1352, 0.4677, 1.3007], [1.8830, -1.1696, -1.4942], [1.8542, -1.2630, 0.8084], [-2.2179, 0.9206, -0.0097], [0.2789, 0.5909, -2.9643], [0.1669, -0.5087, 2.3674], [2.3339, -2.8345, -0.5496], [3.5178, -1.7385, -0.1781], [-3.7481, 1.6801, 1.4332], [-2.5205, 2.7795, 1.3057]],
  "forces_ev_per_angstrom": [[-0.797, 2.081, 0.018], [0.030, -0.357, 2.073], [1.259, -1.861, 0.519], [-0.141, -0.263, 0.786], [1.087, -0.486, 0.749], [0.562, -1.257, -0.248], [2.962, -0.034, -2.231], [-1.658, 1.555, 0.431], [-0.491, 1.740, -0.146], [0.351, -0.164, -1.526], [-2.527, -1.620, 0.491], [-0.578, -0.174, 0.760], [0.388, 0.061, -1.407], [-1.040, -1.243, 0.433], [0.269, 1.023, -0.808], [0.110, 0.359, -0.221], [0.213, 0.640, 0.328]]
}

Entry 11:
{
  "formula": "C5H6NP",
  "method": "wB97M-V/def2-TZVPD",
  "de_lowest_kcal_mol": 38.5,
  "e_tot_ev": -16058.555,
  "orbital_gap_ev": 9.08,
  "lumo_ha": 0.00107,
  "species": ["C", "C", "C", "C", "C", "N", "P", "H", "H", "H", "H", "H", "H"],
  "xyz": [[-2.0440, 0.3567, 0.0285], [-1.7980, -0.9112, -0.4415], [-1.0297, 1.2085, 0.4480], [0.6656, -0.2208, -0.0621], [2.5932, -0.2713, -0.0302], [0.2802, 0.9192, 0.3890], [-0.2347, -1.6219, -0.5101], [-3.1458, 0.7333, 0.1925], [-2.5313, -1.5822, -0.5582], [-1.2747, 2.2385, 0.6361], [3.0569, -1.1969, -0.4113], [2.7243, -0.1769, 1.0266], [2.7379, 0.5249, -0.7072]],
  "forces_ev_per_angstrom": [[-2.250, 1.222, 0.831], [2.750, 1.422, 1.264], [0.061, -0.140, -1.180], [4.591, -1.379, 0.173], [-4.338, -1.737, -0.369], [-0.765, 1.198, 0.134], [0.278, 0.021, -0.520], [2.255, -0.776, -0.562], [-3.076, -2.076, -0.806], [-0.028, 0.193, 0.663], [-0.568, 0.287, 0.150], [0.479, 0.632, 0.329], [0.612, 1.133, -0.108]]
}

Entry 12:
{
  "formula": "C5H6NS3",
  "method": "wB97M-V/def2-TZVPD",
  "de_lowest_kcal_mol": 0.0,
  "smiles": "CCNC(=S)SC#C[S-]",
  "e_tot_ev": -39278.004,
  "orbital_gap_ev": 6.30,
  "total_charge": -1,
  "lumo_ha": 0.11336,
  "species": ["C", "C", "N", "C", "S", "S", "C", "C", "S", "H", "H", "H", "H", "H", "H"],
  "xyz": [[-1.5484, -0.9810, -0.5161], [-1.4891, 0.1852, 0.4731], [-0.1317, 0.6076, 0.6610], [0.3686, 1.7667, 0.1875], [-0.5212, 3.1162, -0.1648], [2.1361, 1.7367, -0.1920], [2.5464, 0.1175, -0.2098], [3.0327, -1.0020, -0.0218], [3.7291, -2.5007, -0.1327], [-2.5223, -1.4618, -0.4808], [-1.4132, -0.5096, -1.5206], [-0.6095, -1.5229, -0.4740], [-2.2445, 0.9690, 0.0961], [-1.7599, -0.2954, 1.5341], [0.4269, -0.2255, 0.7609]],
  "forces_ev_per_angstrom": [[0.787, 1.987, -1.508], [-2.288, -1.192, 2.003], [-0.469, 1.019, -0.775], [0.806, -1.059, -0.294], [-0.001, 0.198, 0.117], [-0.787, 0.257, 0.201], [-0.062, -0.276, 0.743], [0.254, -0.061, -0.874], [-0.259, 0.200, 0.367], [0.369, -0.573, 0.066], [-0.497, -0.329, 0.381], [-0.393, -1.096, 0.486], [1.574, -0.805, 1.255], [-0.187, 1.377, -2.046], [1.155, 0.353, -0.122]]
}